No. 1
Molecular formula: C27H30GeN4RhS2Se4SiTe
Method: DFT, the ωB97M-V functional and the def2-TZVPD basis

Last column: Löwdin charge in e.
Geometry (Å):
Rh  0.543  -0.420  1.574  -0.074
Se  2.419  -2.432  2.371  0.145
Se  3.385  -1.761  4.217  0.046
Te  1.034  1.575  3.562  0.450
Se  -1.154  0.621  3.057  0.109
N  0.128  -1.579  5.316  0.083
C  -0.468  -2.388  4.436  -0.746
N  -0.403  -2.268  3.143  -0.092
C  -1.131  -3.230  2.490  -0.368
C  -1.788  -4.094  3.306  -0.347
S  -1.479  -3.725  4.965  1.049
C  -1.109  -3.263  1.044  -0.364
C  -1.820  -4.101  0.244  -0.346
S  -1.461  -3.815  -1.420  1.063
C  -0.337  -2.571  -0.914  -0.672
N  -0.287  -2.394  0.369  0.025
N  0.453  -1.943  -1.800  0.124
H  0.791  -0.885  4.986  -0.057
H  0.116  -1.801  6.295  0.104
H  -2.414  -4.918  3.038  0.067
H  -2.524  -4.854  0.527  0.070
H  0.173  -1.922  -2.764  0.106
H  0.940  -1.123  -1.457  0.024
C  0.140  0.928  -4.721  -0.091
C  -1.092  0.534  -4.229  -0.089
C  -1.331  0.533  -2.866  -0.125
C  -0.352  0.948  -1.971  -0.295
C  0.876  1.348  -2.481  -0.160
C  1.128  1.335  -3.842  -0.089
Ge  -0.787  0.972  0.003  0.854
C  -0.653  2.906  0.478  -0.343
C  0.505  3.632  0.229  -0.140
C  0.570  4.984  0.510  -0.088
C  -0.523  5.631  1.059  -0.093
C  -1.663  4.907  1.365  -0.085
C  -1.723  3.553  1.085  -0.149
C  -2.738  0.583  -0.008  -0.342
C  -3.569  1.480  -0.668  -0.138
C  -4.935  1.275  -0.714  -0.079
C  -5.487  0.155  -0.114  -0.089
C  -4.670  -0.743  0.549  -0.080
C  -3.305  -0.521  0.605  -0.140
H  0.321  0.924  -5.785  0.100
H  -1.870  0.224  -4.912  0.102
H  -2.295  0.214  -2.491  0.091
H  1.659  1.667  -1.804  0.028
H  2.096  1.639  -4.217  0.105
H  1.369  3.135  -0.184  0.060
H  1.479  5.532  0.306  0.101
H  -0.485  6.693  1.256  0.099
H  -2.510  5.396  1.824  0.100
H  -2.612  2.988  1.335  0.085
H  -3.131  2.347  -1.146  0.110
H  -5.569  1.991  -1.216  0.103
H  -6.554  -0.014  -0.161  0.101
H  -5.097  -1.615  1.026  0.103
H  -2.673  -1.221  1.142  0.064
C  3.438  -1.586  -2.471  -0.211
Si  4.085  -0.685  -0.913  0.277
C  5.110  -1.901  0.146  -0.247
C  5.070  0.885  -1.373  -0.228
Se  2.475  0.362  0.443  0.287
H  4.287  -1.841  -3.095  0.026
H  2.771  -0.966  -3.060  0.001
H  2.915  -2.504  -2.222  0.015
H  6.037  -2.174  -0.347  0.022
H  4.549  -2.813  0.338  -0.012
H  5.356  -1.457  1.107  0.016
H  5.902  0.665  -2.032  0.025
H  5.453  1.363  -0.476  0.025
H  4.423  1.602  -1.871  0.014

Atomic forces in eV per Å
-0.8 -2.1 2.3
-0.3 0.9 -0.5
0.0 0.0 -0.2
0.1 -0.9 -1.1
-0.4 0.6 -0.6
0.2 0.2 0.2
-0.4 -0.5 0.1
0.4 0.2 -0.3
-0.3 -0.4 0.9
0.1 0.2 0.0
0.2 0.3 -0.3
-0.5 -0.6 -0.6
0.2 0.3 0.1
0.3 0.3 0.3
-0.2 -0.5 -0.8
0.5 1.3 0.7
0.0 0.0 0.2
-0.1 0.0 0.0
0.0 0.0 -0.1
-0.1 -0.2 -0.1
-0.2 -0.2 0.1
0.0 0.1 -0.1
0.0 0.0 0.0
0.0 0.0 -0.1
-0.1 -0.1 -0.2
-0.2 0.0 0.2
0.0 -0.3 0.8
0.2 0.3 0.1
0.0 0.0 -0.1
-0.2 1.1 -0.1
0.1 -0.7 0.0
0.0 -0.2 -0.2
0.1 0.2 0.0
0.0 0.1 0.0
-0.1 0.1 0.0
-0.1 -0.2 -0.1
0.7 -0.1 0.1
0.1 0.1 -0.1
-0.1 0.1 -0.1
-0.2 0.0 0.0
-0.1 -0.2 0.1
0.2 -0.2 0.1
0.1 0.0 -0.1
-0.1 0.0 -0.1
0.0 -0.1 -0.1
0.0 0.0 -0.1
0.1 0.1 0.0
0.1 0.0 -0.1
0.1 0.1 0.0
0.0 0.1 0.1
-0.1 0.1 0.0
0.0 0.1 0.0
-0.1 0.1 -0.1
-0.1 0.0 -0.1
-0.1 0.0 0.0
0.0 0.0 0.0
0.0 0.0 0.0
0.3 0.4 0.7
-0.1 -0.3 0.4
-0.4 0.5 -0.5
-0.5 -0.6 0.2
1.2 0.7 -0.9
0.3 -0.1 -0.2
-0.1 0.2 -0.1
0.0 -0.1 0.1
0.2 0.0 -0.2
-0.1 0.0 0.0
0.0 0.1 0.1
0.2 -0.1 -0.2
0.1 0.0 0.2
-0.1 0.1 -0.1

The HOMO energy (alpha / beta) is -7.002 / -7.030 eV. Its net charge is 0. The calculation puts the orbital gap (alpha / beta) at 4.78 / 5.03 eV. As for the spin multiplicity: 2. Its expectation value of S² is 0.816. As for the total energy: -14413.0479 Eh.


No. 2
Molecular formula: C27H30N2O5
Method: DFT, the ωB97M-V functional and the def2-TZVPD basis

Last column: natural (NBO) charge in e.
Geometry (Å):
C  -4.580  2.226  -5.156  -0.622
C  -4.109  1.290  -4.059  -0.068
H  -4.753  1.354  -3.174  0.190
H  -4.108  0.248  -4.398  0.187
O  -2.781  1.658  -3.694  -0.527
C  -2.231  0.947  -2.686  0.786
O  -2.842  0.051  -2.140  -0.624
C  -0.878  1.374  -2.371  -0.276
C  -0.209  2.448  -2.905  0.322
N  1.051  2.514  -2.370  -0.429
C  1.261  1.491  -1.453  0.654
O  2.311  1.375  -0.849  -0.611
C  0.013  0.710  -1.420  -0.114
C  -0.341  -0.394  -0.710  -0.101
C  0.336  -1.215  0.257  -0.067
C  1.647  -1.025  0.717  -0.169
C  2.197  -1.878  1.645  -0.295
C  1.466  -2.954  2.151  0.392
C  0.160  -3.157  1.713  -0.346
C  -0.385  -2.299  0.782  -0.144
H  -1.399  -2.466  0.450  0.217
H  -0.437  -3.971  2.095  0.229
O  2.109  -3.728  3.078  -0.515
C  1.473  -4.897  3.538  -0.167
C  0.268  -4.647  4.461  0.650
O  -0.589  -5.488  4.611  -0.604
N  0.324  -3.435  5.059  -0.625
C  -0.585  -2.837  5.939  0.232
C  -1.706  -3.501  6.426  -0.272
C  -2.561  -2.850  7.297  -0.187
C  -2.311  -1.547  7.691  -0.232
C  -1.195  -0.886  7.205  -0.193
C  -0.335  -1.525  6.334  -0.267
H  0.535  -1.008  5.952  0.208
H  -0.993  0.132  7.505  0.215
H  -2.983  -1.046  8.373  0.213
H  -3.429  -3.370  7.672  0.215
H  -1.901  -4.515  6.119  0.254
H  1.118  -2.856  4.810  0.410
H  1.153  -5.542  2.711  0.209
H  2.233  -5.432  4.116  0.223
H  3.206  -1.734  1.998  0.223
H  2.231  -0.203  0.340  0.262
H  -1.352  -0.730  -0.913  0.243
C  2.098  3.449  -2.692  -0.224
H  1.715  4.472  -2.636  0.200
H  2.858  3.319  -1.915  0.244
C  2.736  3.191  -4.066  -0.220
C  3.296  1.773  -4.137  -0.610
H  3.786  1.607  -5.093  0.211
H  2.502  1.037  -4.028  0.211
H  4.020  1.612  -3.342  0.214
C  3.837  4.220  -4.307  -0.603
H  4.616  4.123  -3.555  0.206
H  3.440  5.232  -4.263  0.206
H  4.286  4.072  -5.286  0.214
H  1.972  3.305  -4.842  0.192
C  -0.691  3.451  -3.885  -0.667
H  -1.711  3.740  -3.646  0.254
H  -0.707  3.018  -4.885  0.244
H  -0.057  4.334  -3.893  0.217
H  -4.582  3.253  -4.800  0.209
H  -5.587  1.955  -5.459  0.218
H  -3.920  2.157  -6.016  0.210

Atomic forces in eV per Å
0.3 -0.2 0.3
-0.5 -0.2 0.0
0.1 -0.1 -0.2
0.0 0.1 0.1
0.2 0.2 -0.1
-0.2 -0.1 0.0
0.1 0.1 -0.1
0.2 0.4 -0.3
-0.8 -0.6 0.1
0.1 0.0 0.1
0.3 0.0 0.2
0.1 -0.1 0.1
-0.5 -0.6 0.2
0.0 0.5 -0.4
0.3 -0.4 0.4
0.0 0.0 0.0
0.0 -0.3 0.2
0.0 0.3 -0.3
0.2 -0.3 0.3
0.2 0.3 -0.2
-0.1 0.0 0.0
-0.1 -0.1 0.0
0.1 0.2 0.0
-0.2 -0.4 0.0
0.4 0.1 -0.3
-0.1 -0.2 0.0
0.4 0.3 0.0
-0.3 0.0 0.2
0.0 -0.2 -0.1
0.0 0.1 0.0
-0.1 0.0 0.1
0.0 0.0 0.0
0.0 -0.1 0.0
0.1 0.1 0.0
0.0 0.1 0.0
-0.1 0.0 0.1
-0.1 -0.1 0.0
0.0 0.0 0.0
-0.1 -0.2 0.0
0.0 0.1 0.1
-0.1 0.0 -0.1
0.1 0.0 0.0
0.0 0.0 0.0
0.0 0.1 0.0
0.3 0.2 -0.3
0.0 -0.1 0.0
-0.1 0.1 -0.1
0.1 0.0 0.2
-0.2 0.2 -0.1
0.0 -0.1 -0.1
0.0 -0.1 0.0
0.1 0.0 0.1
-0.3 -0.1 0.0
0.1 0.0 0.1
0.0 0.1 0.0
0.1 0.0 -0.1
0.0 0.0 0.0
0.0 0.2 0.0
0.1 0.0 0.0
0.0 0.0 -0.1
0.0 0.0 0.0
0.0 0.1 0.0
-0.1 0.0 0.0
0.0 0.0 -0.1

The SMILES is CCOC(=O)C1=C(C)N(CC(C)C)C(=O)/C1=C\c1ccc(OCC(=O)Nc2ccccc2)cc1. The HOMO energy is -7.623 eV. Its net charge is 0. The calculation puts the orbital gap at 7.31 eV. Its energy above the lowest of the compared OMol25 structures with the same formula, charge and spin is 0.00 kJ/mol. As for the spin multiplicity: 1. As for the total energy: -1532.6237 Eh.


No. 3
Molecular formula: C27H30N3O8PdS2
Method: DFT, the ωB97M-V functional and the def2-TZVPD basis

Last column: Löwdin charge in e.
Geometry (Å):
Pd  -0.947  -0.564  0.622  1.167
C  -0.685  -2.928  -2.276  -0.065
C  -1.989  -2.721  -1.589  -0.602
N  -2.162  -2.022  -0.495  -0.006
C  -3.464  -2.095  -0.036  -0.332
C  -4.287  -2.841  -0.807  -0.309
S  -3.422  -3.468  -2.138  1.137
C  -3.787  -1.409  1.214  -0.323
C  -4.973  -1.380  1.867  -0.310
S  -4.822  -0.458  3.295  1.140
C  -3.177  -0.150  2.955  -0.595
N  -2.776  -0.714  1.845  -0.001
C  -2.344  0.700  3.849  -0.053
H  -0.008  -2.113  -2.036  0.037
H  -0.815  -2.997  -3.355  0.089
H  -0.232  -3.860  -1.931  0.093
H  -5.336  -3.039  -0.669  0.089
H  -5.902  -1.846  1.587  0.088
H  -2.886  0.956  4.757  0.088
H  -2.091  1.626  3.330  0.088
H  -1.419  0.194  4.117  0.086
O  0.517  4.630  4.297  0.194
C  0.514  3.770  3.467  -0.239
C  0.355  3.944  1.964  -0.233
O  -0.110  4.906  1.385  0.119
C  0.673  2.633  1.313  -0.275
C  0.544  1.607  2.354  -0.248
O  0.250  0.412  2.208  -0.031
C  0.655  2.264  3.699  -0.266
O  0.707  1.701  4.759  0.169
O  0.927  2.479  0.119  0.053
C  2.302  -2.109  2.282  -0.044
C  2.941  -2.486  0.944  -0.359
C  2.116  -3.556  0.225  -0.056
C  3.253  -1.289  0.075  -0.090
C  4.530  -0.797  0.021  -0.010
C  4.871  0.243  -0.850  -0.005
C  3.938  0.742  -1.765  -0.017
C  2.639  0.301  -1.782  -0.092
C  1.767  0.691  -2.955  -0.347
C  1.904  -0.379  -4.047  -0.036
C  0.297  0.987  -2.677  -0.055
C  2.226  -0.623  -0.724  -0.248
O  1.015  -0.856  -0.483  -0.068
H  2.249  -2.990  2.923  0.089
H  1.292  -1.727  2.145  0.044
H  2.880  -1.346  2.804  0.091
H  3.916  -2.928  1.166  0.135
H  1.078  -3.243  0.113  0.052
H  2.130  -4.478  0.806  0.088
H  2.518  -3.778  -0.766  0.091
H  5.296  -1.239  0.648  0.126
H  5.885  0.621  -0.862  0.118
H  4.256  1.474  -2.497  0.126
H  2.212  1.610  -3.348  0.136
H  1.479  -1.328  -3.715  0.072
H  2.948  -0.549  -4.310  0.088
H  1.370  -0.067  -4.946  0.088
H  -0.285  0.083  -2.507  0.067
H  -0.134  1.497  -3.542  0.094
H  0.200  1.609  -1.793  0.034
N  -1.320  3.730  -1.037  0.195
C  -2.604  3.004  -1.306  -0.026
C  -2.566  1.569  -0.753  -0.638
O  -3.404  0.778  -1.135  0.075
O  -1.598  1.387  0.069  -0.130
H  -1.330  4.346  -0.218  0.132
H  -1.026  4.300  -1.827  0.172
H  -0.551  3.064  -0.820  0.086
H  -2.770  2.964  -2.378  0.135
H  -3.427  3.549  -0.848  0.139

Atomic forces in eV per Å
0.1 -0.1 0.1
0.0 0.0 0.0
0.0 0.0 0.0
0.0 0.0 0.0
0.0 0.0 0.1
0.0 0.0 0.0
0.0 0.0 0.0
0.0 0.0 0.0
0.0 0.0 0.0
0.0 0.0 0.0
0.0 0.0 0.0
0.0 0.0 0.0
0.0 0.0 0.0
0.0 0.0 0.0
0.0 0.0 0.0
0.0 0.0 0.0
0.0 0.0 0.0
0.0 0.0 0.0
0.0 0.0 0.0
0.0 0.0 0.0
0.0 0.0 0.0
-0.1 0.0 0.0
0.3 0.1 0.0
-0.3 -0.1 0.0
0.0 0.0 -0.1
0.2 0.1 0.1
0.0 0.1 -0.1
0.1 0.0 0.0
-0.2 0.0 0.0
0.1 0.0 0.0
0.0 -0.1 0.1
0.0 0.0 0.0
0.0 0.0 0.0
0.0 0.0 0.0
0.0 0.0 0.0
0.0 0.0 0.0
0.0 0.0 0.0
0.0 0.0 0.0
0.0 0.0 0.1
0.0 0.0 0.0
0.0 0.0 0.0
0.0 0.0 0.0
0.0 -0.1 0.0
-0.1 0.1 -0.2
0.0 0.0 0.0
0.0 0.0 0.0
0.0 0.0 0.0
0.0 0.0 0.0
0.0 0.0 0.0
0.0 0.0 0.0
0.0 0.0 0.0
0.0 0.0 0.0
0.0 0.0 0.0
0.0 0.0 0.0
0.0 0.0 0.0
0.0 0.0 0.0
0.0 0.0 0.0
0.0 0.0 0.0
0.0 0.0 0.0
0.0 0.0 0.0
0.0 -0.1 0.0
0.1 0.0 -0.1
0.0 0.0 0.0
0.0 0.0 -0.1
0.0 0.0 0.0
0.0 0.0 0.0
0.0 0.0 0.2
0.0 0.0 0.0
-0.1 0.0 0.0
0.0 0.0 0.0
0.0 0.0 0.0

The HOMO energy (alpha / beta) is -10.764 / -11.464 eV. Its net charge is +1. The calculation puts the orbital gap (alpha / beta) at 7.93 / 6.67 eV. Its energy above the lowest of the compared OMol25 structures with the same formula, charge and spin is 0.00 kJ/mol. As for the spin multiplicity: 5. Its expectation value of S² is 6.059. As for the total energy: -2737.0619 Eh.